# 1
Density functional theory data (wB97M-V/def2-TZVPD) for 4 unconnected molecules or ions with the total composition C9H19Cl6NO.

Bonds (Å) are listed after each position.
Cartesian coordinates (Å):
1 H 2.053 2.392 -0.440  C23 1.090
2 H -1.182 1.756 -2.791  C9 1.090
3 H -2.218 -0.286 -1.790  C32 1.090
4 H -1.389 1.886 -1.010  C9 1.090
5 H 3.196 3.793 1.419  C8 1.090
6 N -1.551 -1.108 0.800  C11 1.412, C22 1.450, C27 1.313
7 C 2.761 -3.661 1.204  H13 1.090, Cl15 1.768, C20 1.555, H24 1.090
8 C 2.609 4.221 0.606  H5 1.090, C23 1.533, H29 1.090, Cl33 1.762
9 C -1.898 1.837 -1.972  H2 1.090, H4 1.090, Cl18 1.799, C32 1.501
10 H -3.109 -0.619 2.162  C22 1.090
11 C -1.052 -2.137 -0.028  N6 1.412, H19 1.090, H26 1.090, H30 1.090
12 H 0.763 2.966 0.617  C23 1.090
13 H 2.463 -4.709 1.238  C7 1.090
14 H -3.599 -1.620 0.748  C22 1.090
15 Cl 4.342 -3.614 1.993  C7 1.768
16 Cl -4.085 0.681 -0.994  C32 1.727
17 Cl 0.860 4.051 -1.412  C23 1.733
18 Cl -2.857 3.317 -2.325  C9 1.799
19 H -1.886 -2.311 -0.707  C11 1.090
20 C 2.885 -3.008 -0.202  C7 1.555, Cl28 1.782, H31 1.090, H34 1.090
21 O 0.051 0.384 0.625  C27 1.216
22 C -2.807 -1.399 1.463  N6 1.450, H10 1.090, H14 1.090, H35 1.090
23 C 1.577 3.284 -0.034  H1 1.090, C8 1.533, H12 1.090, Cl17 1.733
24 H 1.993 -3.223 1.841  C7 1.090
25 H -3.250 0.537 -3.064  C32 1.090
26 H -0.048 -1.912 -0.390  C11 1.090
27 C -1.043 0.075 1.057  N6 1.313, O21 1.216, H36 1.101
28 Cl 3.048 -1.234 -0.233  C20 1.782
29 H 3.392 4.452 -0.116  C8 1.090
30 H -0.876 -3.053 0.538  C11 1.090
31 H 2.058 -3.313 -0.843  C20 1.090
32 C -2.756 0.611 -2.095  H3 1.090, C9 1.501, Cl16 1.727, H25 1.090
33 Cl 1.868 5.720 1.160  C8 1.762
34 H 3.804 -3.310 -0.705  C20 1.090
35 H -2.570 -2.297 2.033  C22 1.090
36 H -1.550 0.852 1.649  C27 1.101

The calculation puts the orbital gap at 10.1 eV. Its LUMO energy is 0.4 eV. The total energy is -88313.1206 eV. The SMILES is CN(C)C=O.ClCCCl.ClCCCl.ClCCCl.



# 2
Density functional theory data (wB97M-V/def2-TZVPD) for 2 unconnected molecules or ions with the total composition C9H19ClNO.

Bonds (Å) are listed after each position.
Cartesian coordinates (Å):
1 O -1.509 -1.389 0.067  N27 1.414, H30 0.978
2 H 1.931 -0.080 1.691  C3 1.093
3 C 1.231 0.706 1.395  H2 1.093, C7 1.536, H26 1.092, C28 1.523
4 C -1.227 1.263 1.216  C7 1.536, H12 1.092, H13 1.095, H25 1.088
5 H -1.492 -0.218 -2.288  C24 1.094
6 H -0.438 -0.086 3.467  C16 1.090
7 C -0.191 0.132 1.299  C3 1.536, C4 1.536, C16 1.524, N27 1.466
8 H -0.844 1.231 -1.627  C24 1.091
9 H 0.956 -1.825 -2.790  C29 1.097
10 H -0.095 0.528 -3.042  C24 1.093
11 H 2.401 -0.626 -0.599  C14 1.093
12 H -2.229 0.885 1.432  C4 1.092
13 H -1.018 2.072 1.924  C4 1.095
14 C 1.720 0.145 -0.967  H11 1.093, C23 1.538, C28 1.520, H31 1.092
15 H -1.353 -1.279 2.448  C16 1.088
16 C -0.447 -0.687 2.558  H6 1.090, C7 1.524, H15 1.088, H18 1.097
17 H 2.699 1.665 0.178  C28 1.097
18 H 0.358 -1.429 2.639  C16 1.097
19 H 1.371 -2.426 -1.178  C29 1.090
20 H -0.310 -2.520 -1.745  C29 1.086
21 Cl -4.321 0.530 -1.091  no bonds
22 H 1.045 2.099 -0.258  C28 1.092
23 C 0.358 -0.540 -1.163  C14 1.538, C24 1.524, N27 1.479, C29 1.524
24 C -0.543 0.283 -2.076  H5 1.094, H8 1.091, H10 1.093, C23 1.524
25 H -1.312 1.735 0.239  C4 1.088
26 H 1.214 1.493 2.153  C3 1.092
27 N -0.227 -0.802 0.170  O1 1.414, C7 1.466, C23 1.479
28 C 1.684 1.270 0.054  C3 1.523, C14 1.520, H17 1.097, H22 1.092
29 C 0.598 -1.923 -1.758  H9 1.097, H19 1.090, H20 1.086, C23 1.524
30 H -2.061 -0.739 -0.414  O1 0.978
31 H 2.053 0.532 -1.932  C14 1.092

The calculation puts the orbital gap at 7.3 eV. The charge is -1. Its LUMO energy is 3.1 eV. The total energy is -25702.6687 eV.



# 3
Density functional theory data (wB97M-V/def2-TZVPD) for a single C9H19ISi molecule.

Bonds (Å) are listed after each position.
Cartesian coordinates (Å):
1 C 0.867 2.170 -0.060  C9 1.511, H14 1.138, C19 1.565, H20 1.088
2 H 1.534 -1.380 -1.585  C15 1.050
3 H 2.192 0.853 -1.150  C9 1.064
4 H -1.520 1.838 1.631  C10 1.114
5 H -1.204 2.417 -0.520  C19 1.033
6 H -1.049 -2.336 0.828  C7 1.119
7 C -0.064 -1.892 1.121  H6 1.119, C18 1.582, H23 1.103, H27 1.142
8 C -1.092 0.449 -0.017  C10 1.536, C18 1.852, C19 1.516, Si21 1.921
9 C 1.993 1.167 -0.153  C1 1.511, H3 1.064, C13 1.597, H30 1.069
10 C -1.448 0.742 1.448  H4 1.114, C8 1.536, H11 1.141, H17 1.070
11 H -2.407 0.260 1.836  C10 1.141
12 H 1.258 0.296 1.536  C13 1.094
13 C 1.471 -0.160 0.565  C9 1.597, H12 1.094, C18 1.555, H24 1.062
14 H 0.651 2.566 0.984  C1 1.138
15 C 0.546 -1.605 -1.311  H2 1.050, C18 1.507, H22 1.137, H28 1.109
16 I -4.521 0.957 -0.710  Si21 2.443
17 H -0.646 0.327 2.023  C10 1.070
18 C 0.221 -0.858 -0.043  C7 1.582, C8 1.852, C13 1.555, C15 1.507
19 C -0.492 1.682 -0.663  C1 1.565, H5 1.033, C8 1.516, H25 1.093
20 H 1.211 3.117 -0.470  C1 1.088
21 Si -2.499 -0.375 -1.034  C8 1.921, I16 2.443, H26 1.563, H29 1.527
22 H -0.163 -1.311 -2.149  C15 1.137
23 H -0.166 -1.494 2.145  C7 1.103
24 H 2.264 -0.858 0.458  C13 1.062
25 H -0.175 1.511 -1.694  C19 1.093
26 H -2.973 -1.790 -0.572  Si21 1.563
27 H 0.669 -2.767 1.107  C7 1.142
28 H 0.673 -2.707 -1.303  C15 1.109
29 H -2.246 -0.639 -2.517  Si21 1.527
30 H 2.894 1.524 0.299  C9 1.069

The calculation puts the orbital gap at 9.8 eV. Its LUMO energy is 0.6 eV. The total energy is -25618.5593 eV. The SMILES is CC1(C)CCCC[C@@]1(C)[SiH2]I.



Q: Which of these has the lowest LUMO?
A: C9H19Cl6NO



Q: Look up the orbital gap of the first one.
A: 10.1 eV



Q: What is the LUMO in the first record?
A: 0.4 eV



Repeat the first record exactly.
Density functional theory data (wB97M-V/def2-TZVPD) for 4 unconnected molecules or ions with the total composition C9H19Cl6NO.

Bonds (Å) are listed after each position.
Cartesian coordinates (Å):
1 H 2.053 2.392 -0.440  C23 1.090
2 H -1.182 1.756 -2.791  C9 1.090
3 H -2.218 -0.286 -1.790  C32 1.090
4 H -1.389 1.886 -1.010  C9 1.090
5 H 3.196 3.793 1.419  C8 1.090
6 N -1.551 -1.108 0.800  C11 1.412, C22 1.450, C27 1.313
7 C 2.761 -3.661 1.204  H13 1.090, Cl15 1.768, C20 1.555, H24 1.090
8 C 2.609 4.221 0.606  H5 1.090, C23 1.533, H29 1.090, Cl33 1.762
9 C -1.898 1.837 -1.972  H2 1.090, H4 1.090, Cl18 1.799, C32 1.501
10 H -3.109 -0.619 2.162  C22 1.090
11 C -1.052 -2.137 -0.028  N6 1.412, H19 1.090, H26 1.090, H30 1.090
12 H 0.763 2.966 0.617  C23 1.090
13 H 2.463 -4.709 1.238  C7 1.090
14 H -3.599 -1.620 0.748  C22 1.090
15 Cl 4.342 -3.614 1.993  C7 1.768
16 Cl -4.085 0.681 -0.994  C32 1.727
17 Cl 0.860 4.051 -1.412  C23 1.733
18 Cl -2.857 3.317 -2.325  C9 1.799
19 H -1.886 -2.311 -0.707  C11 1.090
20 C 2.885 -3.008 -0.202  C7 1.555, Cl28 1.782, H31 1.090, H34 1.090
21 O 0.051 0.384 0.625  C27 1.216
22 C -2.807 -1.399 1.463  N6 1.450, H10 1.090, H14 1.090, H35 1.090
23 C 1.577 3.284 -0.034  H1 1.090, C8 1.533, H12 1.090, Cl17 1.733
24 H 1.993 -3.223 1.841  C7 1.090
25 H -3.250 0.537 -3.064  C32 1.090
26 H -0.048 -1.912 -0.390  C11 1.090
27 C -1.043 0.075 1.057  N6 1.313, O21 1.216, H36 1.101
28 Cl 3.048 -1.234 -0.233  C20 1.782
29 H 3.392 4.452 -0.116  C8 1.090
30 H -0.876 -3.053 0.538  C11 1.090
31 H 2.058 -3.313 -0.843  C20 1.090
32 C -2.756 0.611 -2.095  H3 1.090, C9 1.501, Cl16 1.727, H25 1.090
33 Cl 1.868 5.720 1.160  C8 1.762
34 H 3.804 -3.310 -0.705  C20 1.090
35 H -2.570 -2.297 2.033  C22 1.090
36 H -1.550 0.852 1.649  C27 1.101

The calculation puts the orbital gap at 10.1 eV. Its LUMO energy is 0.4 eV. The total energy is -88313.1206 eV. The SMILES is CN(C)C=O.ClCCCl.ClCCCl.ClCCCl.